The following is a quantum chemistry calculation of a molecular structure, C48H70Cl5Ge2N4O3P2Pb, from the Open Molecules 2025 dataset.

Properties
Energy above the lowest of the compared OMol25 structures with the same formula, charge and spin (kJ/mol): 40.78
E_HOMO (eV): -9.88
Net charge: +1
Molar mass (g mol⁻¹): 1342.75

Cartesian coordinates (Å):
Pb 0.727 -0.929 -0.161
C -5.725 -1.677 -1.332
N -4.942 -0.806 -0.461
C -5.709 0.036 0.448
C -3.598 -0.704 -0.494
O -2.959 0.089 0.180
C -2.819 -1.701 -1.357
O -1.763 -2.277 -0.586
C -2.255 -3.049 0.494
C -1.257 -3.085 1.649
O -0.475 -2.151 1.858
N -1.333 -4.149 2.457
C -0.485 -4.214 3.643
C -2.194 -5.303 2.199
H -5.811 -2.688 -0.926
H -6.726 -1.261 -1.419
H -5.303 -1.728 -2.334
H -6.408 -0.581 1.013
H -5.030 0.529 1.132
H -6.269 0.791 -0.109
H -3.444 -2.499 -1.758
H -2.332 -1.163 -2.171
H -3.164 -2.583 0.896
H -2.504 -4.048 0.143
H -0.003 -3.255 3.791
H -1.095 -4.451 4.514
H 0.280 -4.985 3.523
H -1.923 -5.799 1.265
H -2.057 -6.015 3.007
H -3.247 -5.023 2.168
C 3.581 -1.399 4.561
C 2.225 -1.309 3.863
Ge 1.831 0.495 3.113
C 3.161 1.607 2.089
C 4.579 1.570 2.661
C 1.685 1.614 4.735
C 0.508 2.261 4.729
Ge -0.436 1.537 3.130
C -0.662 2.813 1.618
C -1.478 4.069 1.932
C -2.024 0.381 3.419
C -3.296 1.117 3.842
C 0.043 3.289 5.683
C 0.892 3.841 6.647
C 0.434 4.810 7.523
C -0.881 5.254 7.455
C -1.733 4.723 6.499
C -1.271 3.754 5.620
H 3.699 -2.366 5.055
H 3.678 -0.619 5.320
H 4.403 -1.280 3.856
H 1.425 -1.428 4.599
H 2.098 -2.098 3.123
H 2.757 2.617 2.191
H 3.171 1.371 1.019
H 4.572 1.847 3.717
H 5.231 2.273 2.137
H 5.021 0.575 2.576
H 2.433 1.771 5.514
H -1.106 2.242 0.798
H 0.350 3.100 1.315
H -2.524 3.831 2.138
H -1.457 4.772 1.095
H -1.072 4.588 2.803
H -1.755 -0.377 4.158
H -2.161 -0.120 2.464
H -3.183 1.559 4.834
H -4.147 0.433 3.885
H -3.546 1.919 3.143
H 1.921 3.512 6.706
H 1.106 5.227 8.262
H -1.234 6.012 8.141
H -2.758 5.067 6.438
H -1.932 3.344 4.864
C 3.499 0.803 -2.463
P 2.219 -0.491 -2.743
C 1.252 0.258 -4.168
N 1.718 -0.033 -5.355
C 1.032 0.311 -6.467
C 1.544 0.008 -7.749
C 0.783 0.281 -8.849
C -0.504 0.852 -8.717
C -1.015 1.160 -7.488
C -0.237 0.911 -6.336
N -0.683 1.267 -5.111
C 0.037 1.019 -4.044
P -0.575 1.607 -2.399
C 0.700 2.923 -2.108
C -2.081 2.709 -2.778
C -1.784 3.879 -3.719
C -2.531 3.254 -1.416
C -3.215 1.848 -3.350
C 3.267 -1.866 -3.549
C 4.003 -2.595 -2.425
C 2.301 -2.862 -4.206
C 4.320 -1.355 -4.540
H 3.813 1.237 -3.410
H 4.350 0.326 -1.974
H 3.131 1.589 -1.807
H 2.524 -0.446 -7.822
H 1.161 0.059 -9.839
H -1.085 1.047 -9.609
H -1.995 1.605 -7.371
H 1.031 3.390 -3.034
H 1.553 2.493 -1.587
H 0.266 3.679 -1.454
H -1.075 4.584 -3.280
H -2.713 4.424 -3.913
H -1.394 3.536 -4.671
H -1.827 3.989 -1.020
H -2.633 2.451 -0.682
H -3.500 3.750 -1.520
H -2.956 1.455 -4.328
H -3.444 1.013 -2.684
H -4.117 2.457 -3.454
H 3.306 -3.102 -1.765
H 4.628 -1.926 -1.828
H 4.657 -3.351 -2.866
H 1.532 -3.177 -3.493
H 2.855 -3.749 -4.522
H 1.819 -2.439 -5.083
H 5.100 -0.781 -4.035
H 3.884 -0.747 -5.319
H 4.801 -2.220 -5.007
Cl 3.500 -1.272 0.718
C 2.962 -2.922 0.632
C 1.734 -3.129 0.011
C 1.370 -4.465 -0.102
Cl -0.029 -4.917 -1.023
C 2.126 -5.509 0.445
Cl 1.582 -7.139 0.342
C 3.336 -5.235 1.076
Cl 4.277 -6.499 1.751
C 3.783 -3.919 1.138
Cl 5.313 -3.550 1.821